Below is C24H30BrLaN2O5S5 as an isolated structure at a distorted geometry, with properties calculated with the ωB97M-V functional and the def2-TZVPD basis.

```
! RIJCOSX wB97M-V def2-TZVPD def2/J DEFGRID3
* xyz 0 1
La 0.616 -0.721 0.032
C -1.481 -0.575 3.538
C -0.936 0.834 3.740
S 0.590 1.115 2.808
C 0.642 2.912 2.635
C -0.018 3.487 1.387
S -1.816 3.393 1.504
C -2.307 3.653 -0.211
C -3.479 2.757 -0.599
S -3.042 1.011 -0.826
C -4.084 0.173 0.383
C -3.521 0.134 1.794
S -2.079 -0.946 1.872
H -2.313 -0.736 4.227
H -0.736 -1.335 3.768
H -0.723 0.964 4.803
H -1.672 1.581 3.452
H 1.705 3.157 2.603
H 0.254 3.358 3.553
H 0.306 2.937 0.503
H 0.299 4.526 1.282
H -1.454 3.451 -0.860
H -2.603 4.693 -0.362
H -3.894 3.112 -1.543
H -4.284 2.813 0.137
H -4.236 -0.840 0.004
H -5.069 0.644 0.390
H -4.271 -0.253 2.486
H -3.234 1.140 2.098
N -0.968 -1.321 -2.182
C -1.022 -0.333 -3.298
C 0.188 0.598 -3.381
C 0.188 1.646 -2.279
O -0.182 2.789 -2.465
O 0.572 1.184 -1.113
H -0.427 -2.127 -2.487
H -1.911 -1.652 -2.007
H -1.929 0.255 -3.164
H -1.122 -0.861 -4.249
H 0.151 1.107 -4.343
H 1.106 0.009 -3.333
O 2.933 -0.529 1.378
C 2.587 -1.538 1.994
N 1.277 -1.946 2.018
S 1.111 -3.456 2.614
O 0.843 -4.376 1.542
O 0.218 -3.466 3.740
C 2.782 -3.596 3.147
C 3.374 -4.624 3.852
C 4.723 -4.480 4.157
C 5.435 -3.350 3.761
C 4.819 -2.331 3.047
C 3.475 -2.472 2.752
H 2.817 -5.499 4.156
H 5.230 -5.259 4.711
H 6.484 -3.272 4.014
H 5.365 -1.454 2.726
Br 5.062 -4.248 -4.482
C 3.880 -3.340 -3.308
C 2.859 -4.041 -2.693
C 2.005 -3.351 -1.835
C 2.117 -1.981 -1.559
C 3.179 -1.338 -2.214
C 4.058 -1.985 -3.075
H 2.741 -5.101 -2.873
H 1.233 -3.947 -1.346
H 3.352 -0.274 -2.053
H 4.868 -1.456 -3.559
*
```

ΔE to the lowest compared entry with this formula, charge and spin: 8.4 kJ/mol
HOMO-LUMO gap: 8.3 eV
E: -163674.563 eV
lowest unoccupied orbital energy: 0.061 eV
maximum force: 0.026 Eh/bohr

---

Below is C7H16O3 as an isolated structure at a distorted geometry, with properties calculated with the ωB97M-V functional and the def2-TZVPD basis.

```
! RIJCOSX wB97M-V def2-TZVPD def2/J DEFGRID3
* xyz -1 2
O -3.112 -0.175 1.404
C -2.658 0.740 2.278
C -1.339 1.414 1.986
O -0.201 0.631 2.325
C 0.610 0.491 1.195
C 1.868 -0.310 1.265
O 2.029 -1.494 0.535
C 2.947 -1.361 -0.516
H -2.677 0.383 3.340
H -2.844 1.969 2.503
H -1.224 2.512 2.058
H -0.905 1.522 0.774
H 0.636 1.004 0.216
H 0.215 -0.668 0.907
H 2.441 -0.255 2.205
H 2.753 0.247 0.478
H 3.482 -0.543 -1.018
H 3.841 -1.999 -0.402
H 2.217 -1.813 -1.571
C -0.794 -1.143 -2.852
C -1.311 0.254 -2.705
H -0.132 -1.369 -3.693
H -1.519 -1.951 -2.714
H -0.525 0.928 -2.335
H -2.147 0.318 -1.992
H -1.653 0.668 -3.672
*
```

ΔE to the lowest compared entry with this formula, charge and spin: 922.9 kJ/mol
HOMO-LUMO gap (spin up / spin down): 5.6 / 5.4 eV
E: -13649.659 eV
expectation value of S²: 0.75
lowest unoccupied orbital energy (spin up / spin down): 3.196 / 2.982 eV
maximum force: 0.158 Eh/bohr

---

Below is one molecule with the formula C2H7N5O at a distorted geometry, with properties calculated with the ωB97M-V functional and the def2-TZVPD basis.

```
! RIJCOSX wB97M-V def2-TZVPD def2/J DEFGRID3
* xyz 0 1
C 0.712 -1.258 1.218
C -0.830 1.220 -0.430
H 1.029 -1.298 -1.506
H 2.189 -2.381 -1.401
H 1.136 -1.515 2.212
H -1.741 -0.773 -0.338
H -0.265 1.487 1.359
H -0.706 2.885 0.776
H -1.315 2.766 -1.334
N 1.223 -2.140 -1.067
N 1.409 -1.939 0.366
N -0.833 -0.269 -0.096
N -0.146 2.014 0.544
N -1.451 1.682 -1.530
O -0.413 -0.480 1.226
*
```

ΔE to the lowest compared entry with this formula, charge and spin: 387.0 kJ/mol
HOMO-LUMO gap: 9.8 eV
structure (SMILES): [H]/N=C(\N)NO/C=N\N
E: -11681.198 eV
lowest unoccupied orbital energy: 0.582 eV
maximum force: 0.101 Eh/bohr

---

Below is C38H39CrN4P2S5SbSi as an isolated structure at a distorted geometry, with properties calculated with the ωB97M-V functional and the def2-TZVPD basis.

```
! RIJCOSX wB97M-V def2-TZVPD def2/J DEFGRID3
* xyz -1 4
Cr -0.339 0.858 -0.469
S 4.600 2.216 -0.629
Sb 2.636 2.494 0.486
S 0.928 2.702 -1.187
S -0.226 1.504 1.746
S 2.460 4.139 2.021
N 0.649 -1.052 2.105
P -0.704 -1.065 1.057
C -0.661 -2.834 0.513
C -0.270 -3.120 -0.791
C -0.213 -4.432 -1.240
C -0.546 -5.475 -0.388
C -0.935 -5.200 0.918
C -0.990 -3.888 1.363
C -2.224 -1.155 2.083
C -2.315 -0.612 3.358
C -3.520 -0.619 4.046
C -4.655 -1.166 3.464
C -4.574 -1.719 2.192
C -3.365 -1.714 1.514
P 1.804 0.301 1.927
C 3.249 -0.933 1.949
C 3.367 -1.832 3.014
C 4.421 -2.727 3.082
C 5.398 -2.723 2.093
C 5.304 -1.821 1.046
C 4.233 -0.938 0.972
C 2.140 0.866 3.637
C 3.411 1.358 3.919
C 3.724 1.809 5.187
C 2.772 1.766 6.198
C 1.504 1.277 5.924
C 1.192 0.837 4.645
H 1.137 -1.943 2.049
H 0.015 -2.299 -1.451
H 0.109 -4.637 -2.254
H -0.494 -6.499 -0.736
H -1.192 -6.007 1.593
H -1.298 -3.681 2.381
H -1.435 -0.171 3.801
H -3.570 -0.190 5.038
H -5.596 -1.169 4.001
H -5.449 -2.168 1.737
H -3.301 -2.171 0.532
H 2.635 -1.817 3.815
H 4.488 -3.416 3.916
H 6.232 -3.413 2.148
H 6.068 -1.794 0.278
H 4.178 -0.230 0.156
H 4.164 1.398 3.139
H 4.712 2.207 5.383
H 3.015 2.120 7.192
H 0.752 1.245 6.704
H 0.201 0.470 4.424
C -2.520 -2.518 -3.607
N -3.176 -1.601 -2.698
C -4.413 -1.780 -2.111
C -4.633 -0.724 -1.309
N -3.518 0.104 -1.390
C -2.616 -0.444 -2.276
S -1.130 0.146 -2.791
C -3.460 1.402 -0.805
C -4.651 2.083 -0.592
C -4.584 3.347 -0.033
C -3.343 3.890 0.256
C -2.210 3.145 -0.004
N -2.266 1.904 -0.514
H -3.215 -3.322 -3.835
H -1.620 -2.922 -3.140
H -2.241 -1.993 -4.519
H -5.003 -2.660 -2.289
H -5.424 -0.525 -0.612
H -5.589 1.644 -0.891
H -5.492 3.904 0.156
H -3.239 4.876 0.684
H -1.212 3.517 0.192
C 3.045 0.653 -4.030
Si 3.111 -0.904 -3.021
C 2.334 -2.334 -3.964
C 4.854 -1.335 -2.539
C 2.068 -0.636 -1.539
C 1.393 -0.262 -0.587
H 3.586 0.555 -4.974
H 3.484 1.463 -3.443
H 2.009 0.928 -4.244
H 2.875 -2.560 -4.886
H 1.302 -2.087 -4.223
H 2.325 -3.235 -3.345
H 5.479 -1.515 -3.417
H 4.876 -2.227 -1.910
H 5.278 -0.500 -1.976
*
```

ΔE to the lowest compared entry with this formula, charge and spin: 34.9 kJ/mol
HOMO-LUMO gap (spin up / spin down): 5.7 / 5.7 eV
E: -161594.504 eV
expectation value of S²: 3.84
lowest unoccupied orbital energy (spin up / spin down): 1.744 / 1.742 eV
maximum force: 0.021 Eh/bohr

---

Below is one molecule with the formula C10H11N at a distorted geometry, with properties calculated with the ωB97M-V functional and the def2-TZVPD basis.

```
! RIJCOSX wB97M-V def2-TZVPD def2/J DEFGRID3
* xyz 0 1
C 1.262 -0.339 2.308
C 0.064 0.382 2.629
C 1.690 -0.518 1.044
C -0.661 1.015 1.676
C 1.297 0.426 -1.331
C 0.477 1.425 -1.679
C 0.803 -0.188 -0.074
C -0.390 0.748 0.302
C -0.499 -0.967 -0.182
C -1.199 -1.261 -1.467
N -0.583 1.599 -0.801
H 1.892 -0.627 3.138
H -0.177 0.520 3.673
H 2.687 -0.871 0.825
H -1.428 1.736 1.930
H 2.183 0.115 -1.847
H 0.533 2.054 -2.550
H -0.733 -1.569 0.679
H -1.245 -0.388 -2.112
H -2.217 -1.594 -1.270
H -0.679 -2.054 -2.010
H -1.012 2.501 -0.670
*
```

ΔE to the lowest compared entry with this formula, charge and spin: 199.0 kJ/mol
HOMO-LUMO gap: 8.1 eV
structure (SMILES): C[C@H]1[C@]23C=CC=C[C@]12NC=C3
E: -12035.927 eV
lowest unoccupied orbital energy: 0.972 eV
maximum force: 0.072 Eh/bohr

---

Below is C23H20N6O2S3Zn as an isolated structure, with properties calculated with the ωB97M-V functional and the def2-TZVPD basis.

```
! RIJCOSX wB97M-V def2-TZVPD def2/J DEFGRID3
* xyz 0 1
Zn -1.236 0.425 1.018
O -3.967 3.563 -0.587
C -3.086 4.579 -0.497
C -3.541 5.847 -0.863
C -2.699 6.936 -0.799
C -1.380 6.789 -0.369
C -0.928 5.539 -0.008
C -1.761 4.417 -0.062
C -1.236 3.092 0.334
O -2.024 2.060 0.215
N -0.009 3.026 0.774
N 0.342 1.722 1.084
C 1.542 1.567 1.492
S 2.181 -0.030 1.819
C 3.542 0.599 2.833
C 4.053 1.860 2.160
S 2.631 2.910 1.744
H -3.495 2.752 -0.309
H -4.566 5.943 -1.194
H -3.068 7.912 -1.088
H -0.719 7.643 -0.320
H 0.090 5.395 0.328
H 4.308 -0.174 2.879
H 3.178 0.804 3.839
H 4.605 1.619 1.252
H 4.699 2.429 2.827
S -1.899 -0.830 2.762
C -1.493 -2.330 1.932
N -1.465 -3.442 2.569
N -1.031 -4.573 1.954
C 0.122 -4.683 1.139
C 1.171 -3.762 1.217
C 2.283 -3.913 0.410
C 2.387 -4.990 -0.467
C 1.361 -5.917 -0.517
C 0.227 -5.763 0.274
N -1.197 -2.387 0.533
N -1.045 -1.318 -0.065
C -0.732 -1.399 -1.456
C -0.311 -2.589 -2.043
C 0.005 -2.586 -3.389
C -0.098 -1.416 -4.135
C -0.512 -0.236 -3.536
C -0.825 -0.222 -2.185
H -1.220 -5.380 2.522
H 1.110 -2.925 1.900
H 3.083 -3.185 0.470
H 3.260 -5.100 -1.096
H 1.425 -6.763 -1.189
H -0.590 -6.470 0.205
H -0.222 -3.487 -1.446
H 0.340 -3.502 -3.858
H 0.154 -1.427 -5.188
H -0.591 0.674 -4.115
H -1.154 0.694 -1.706
*
```

ΔE to the lowest compared entry with this formula, charge and spin: 7.1 kJ/mol
HOMO-LUMO gap: 6.5 eV
E: -118135.096 eV
lowest unoccupied orbital energy: -1.207 eV
maximum force: 0.009 Eh/bohr

---

E of number 5 (C10H11N)?
-12035.927 eV